(1)
Here is a 18-piece molecular cluster, C90H90N18 overall in a non-equilibrium geometry from the OMol25 dataset. Energies are from wB97M-V/def2-TZVPD.

Last column: Mulliken charge in e.
Cartesian coordinates (Å):
N -6.581 2.785 -2.006  -0.117
C -6.641 1.715 -2.772  -0.095
C -6.641 1.779 -4.170  -0.922
C -6.612 3.079 -4.756  -0.261
C -6.499 4.218 -3.903  -0.556
C -6.449 4.013 -2.546  -0.460
H -6.442 0.789 -2.254  0.635
H -6.625 0.914 -4.817  0.481
H -6.640 3.220 -5.827  0.383
H -6.538 5.189 -4.375  0.453
H -6.431 4.790 -1.796  0.540
N -1.558 -1.491 4.521  -0.481
C -1.378 -0.136 4.709  -0.825
C -0.216 0.534 4.396  -0.478
C 0.880 -0.163 3.883  -0.066
C 0.788 -1.549 3.743  -0.324
C -0.506 -2.187 4.025  -0.196
H -2.259 0.445 4.937  0.714
H -0.163 1.596 4.582  0.416
H 1.837 0.303 3.703  0.478
H 1.632 -2.099 3.354  0.540
H -0.693 -3.242 3.892  0.246
N 7.204 -1.481 0.982  -0.642
C 5.972 -1.063 0.651  -0.694
C 4.810 -1.747 0.983  -0.356
C 4.879 -2.941 1.734  -0.304
C 6.090 -3.421 2.138  -0.708
C 7.194 -2.713 1.657  -0.541
H 5.881 -0.154 0.075  0.563
H 3.902 -1.259 0.661  0.716
H 4.000 -3.515 1.986  1.003
H 6.246 -4.280 2.773  0.538
H 8.184 -3.071 1.896  0.387
N 0.388 4.390 3.225  -0.299
C 0.672 4.936 2.016  -0.510
C 0.146 6.152 1.535  -0.043
C -0.603 6.885 2.394  -0.412
C -0.876 6.410 3.657  -0.425
C -0.367 5.145 4.026  -0.404
H 1.311 4.308 1.412  0.730
H 0.339 6.447 0.514  0.203
H -0.971 7.847 2.069  0.410
H -1.437 7.010 4.358  0.417
H -0.569 4.714 4.995  0.401
N -7.177 -0.212 0.043  -0.115
C -8.185 0.641 0.267  -0.049
C -9.066 0.587 1.370  -0.782
C -8.778 -0.386 2.323  -0.429
C -7.697 -1.216 2.194  -0.433
C -6.878 -1.066 1.059  0.123
H -8.311 1.365 -0.525  0.255
H -9.971 1.168 1.474  0.405
H -9.495 -0.533 3.118  0.382
H -7.441 -1.902 2.987  0.399
H -6.046 -1.738 0.909  0.241
N -0.771 -0.207 -5.103  -0.597
C -2.037 -0.669 -5.395  -0.546
C -3.124 -0.066 -4.780  -0.351
C -2.914 0.906 -3.795  -0.559
C -1.593 1.373 -3.518  0.188
C -0.559 0.810 -4.228  -0.373
H -2.172 -1.563 -5.986  0.399
H -4.096 -0.474 -5.012  0.386
H -3.700 1.391 -3.234  0.628
H -1.422 2.145 -2.782  0.414
H 0.454 1.136 -4.046  0.370
N 1.192 -5.351 2.333  0.483
C 1.546 -5.316 3.599  -0.302
C 0.967 -6.105 4.595  -1.157
C -0.176 -6.799 4.244  -0.455
C -0.639 -6.747 2.925  -0.785
C 0.062 -6.010 1.965  -0.421
H 2.469 -4.795 3.807  0.652
H 1.462 -6.221 5.548  0.552
H -0.718 -7.302 5.031  0.390
H -1.532 -7.264 2.605  0.722
H -0.269 -5.797 0.959  0.303
N 1.721 -6.435 -1.580  -0.075
C 1.908 -5.098 -1.219  -0.276
C 3.143 -4.413 -1.297  0.141
C 4.242 -5.225 -1.654  -0.766
C 4.135 -6.627 -1.822  -0.521
C 2.846 -7.173 -1.750  -0.609
H 0.970 -4.577 -1.090  0.320
H 3.293 -3.364 -1.089  0.519
H 5.123 -4.632 -1.849  0.403
H 4.984 -7.239 -2.092  0.451
H 2.747 -8.225 -1.974  0.406
N -4.207 6.886 -0.565  -0.649
C -4.274 6.660 -1.898  -0.744
C -3.359 5.762 -2.547  -0.618
C -2.406 5.099 -1.767  -0.023
C -2.341 5.334 -0.403  0.210
C -3.241 6.199 0.137  -1.032
H -5.002 7.255 -2.431  0.436
H -3.465 5.658 -3.617  0.534
H -1.640 4.434 -2.137  0.344
H -1.640 4.822 0.239  0.901
H -3.133 6.338 1.202  0.686
N 1.023 5.144 -5.025  -0.632
C 1.001 4.078 -4.132  -0.419
C 1.160 4.173 -2.718  0.547
C 1.197 5.511 -2.221  -0.088
C 1.156 6.612 -3.077  -0.434
C 1.014 6.387 -4.436  -0.680
H 1.082 3.183 -4.732  0.422
H 1.269 3.333 -2.047  -0.046
H 1.350 5.590 -1.155  0.368
H 1.189 7.599 -2.640  0.464
H 1.024 7.252 -5.081  0.452
N 1.478 -0.972 -0.008  1.011
C 1.296 0.381 -0.049  -1.368
C 0.091 1.047 -0.028  -0.580
C -1.030 0.217 0.068  -0.504
C -0.942 -1.180 0.200  -0.927
C 0.326 -1.785 0.165  -1.217
H 2.172 1.012 -0.047  0.735
H 0.014 2.122 -0.086  0.804
H -2.033 0.615 0.030  0.432
H -1.859 -1.748 0.244  0.657
H 0.517 -2.838 0.311  0.868
N -3.622 2.006 3.622  -0.335
C -3.838 3.316 3.285  -0.876
C -4.218 3.736 2.024  -0.587
C -4.443 2.776 1.102  -0.020
C -4.356 1.368 1.355  -0.737
C -3.853 1.035 2.642  -0.606
H -3.593 4.046 4.042  0.391
H -4.431 4.777 1.833  0.770
H -4.771 3.044 0.109  0.596
H -4.451 0.661 0.544  0.768
H -3.679 0.004 2.911  0.550
N 5.380 -7.821 4.020  -0.610
C 6.548 -7.922 3.443  -0.293
C 6.879 -7.351 2.188  -0.525
C 5.842 -6.803 1.452  -0.396
C 4.577 -6.682 2.051  0.311
C 4.398 -7.202 3.335  -0.661
H 7.340 -8.397 4.003  0.390
H 7.824 -7.435 1.673  0.411
H 5.977 -6.218 0.554  0.376
H 3.729 -6.230 1.558  0.450
H 3.469 -7.115 3.879  0.578
N -5.053 -3.294 2.354  0.058
C -5.925 -4.349 2.232  -0.122
C -5.449 -5.698 2.434  -0.860
C -4.222 -5.930 3.054  -0.627
C -3.387 -4.767 3.226  -0.125
C -3.790 -3.495 2.851  0.042
H -6.928 -4.190 1.864  0.379
H -6.172 -6.496 2.354  0.454
H -3.794 -6.920 3.118  0.364
H -2.418 -4.871 3.691  0.505
H -3.195 -2.624 3.084  -0.093
N 3.454 1.618 -3.224  0.158
C 2.867 0.469 -2.833  -0.153
C 3.454 -0.746 -2.850  -1.156
C 4.785 -0.805 -3.210  -0.119
C 5.507 0.347 -3.609  -0.948
C 4.816 1.574 -3.537  -0.252
H 1.874 0.518 -2.411  0.872
H 2.953 -1.660 -2.570  0.442
H 5.238 -1.782 -3.128  0.402
H 6.535 0.229 -3.918  0.440
H 5.314 2.513 -3.730  0.318
N 5.704 5.933 -1.896  -0.216
C 6.809 6.557 -2.363  -0.411
C 6.979 6.815 -3.727  -0.410
C 6.065 6.340 -4.677  -0.469
C 4.958 5.659 -4.212  -0.636
C 4.843 5.483 -2.862  -0.125
H 7.590 6.853 -1.679  0.384
H 7.766 7.473 -4.064  0.369
H 6.158 6.694 -5.693  0.388
H 4.240 5.287 -4.927  0.437
H 4.035 4.885 -2.466  0.670
N 4.354 1.875 0.889  0.266
C 4.469 1.741 2.197  -0.144
C 4.797 2.822 3.022  -0.786
C 5.082 4.095 2.459  -0.581
C 4.997 4.210 1.071  -0.420
C 4.732 3.052 0.326  -0.372
H 4.425 0.782 2.691  0.399
H 4.865 2.648 4.086  0.453
H 5.273 4.935 3.110  0.396
H 5.320 5.094 0.542  0.576
H 4.841 3.095 -0.748  0.263
N -2.378 -6.269 -0.791  -0.620
C -1.562 -6.072 -1.865  -0.324
C -1.486 -4.855 -2.561  -0.657
C -2.406 -3.876 -2.210  -0.228
C -3.303 -4.044 -1.115  -0.435
C -3.231 -5.279 -0.413  -0.394
H -0.843 -6.844 -2.094  0.489
H -0.736 -4.674 -3.317  0.453
H -2.535 -2.882 -2.612  0.602
H -3.966 -3.244 -0.820  0.572
H -3.976 -5.588 0.306  0.616

**Net charge**: 0
**Multiplicity**: 1
**Highest occupied orbital energy**: -9.11 eV
**Total energy**: -121604.870 eV
**LUMO**: 0.483 eV
**Energy above the lowest of the compared OMol25 structures with the same formula, charge and spin**: 1.2163 eV
**F_max**: 3.803 eV/A

(2)
Here is a 2-piece molecular cluster, C5H12NO overall in a non-equilibrium geometry from the OMol25 dataset. Energies are from wB97M-V/def2-TZVPD.

Last column: Mulliken charge in e.
Cartesian coordinates (Å):
C 1.877 1.401 0.268  -0.336
C 1.524 0.012 0.016  0.687
C 2.276 -1.255 0.094  -1.172
C -2.425 -0.055 -0.849  -0.971
C -0.851 -0.094 1.036  -0.804
N -1.350 0.644 -0.142  -0.225
O 1.181 0.895 -0.929  -0.476
H 1.406 2.131 0.828  0.255
H 2.930 1.846 -0.065  0.245
H 1.827 -1.854 0.789  0.376
H 3.351 -1.163 0.615  0.317
H 2.328 -1.841 -0.860  0.317
H -1.988 -0.950 -1.122  0.408
H -3.220 -0.272 -0.218  0.398
H -2.632 0.635 -1.733  0.336
H -0.352 0.537 1.804  0.438
H -0.905 -1.174 0.813  0.384
H -0.373 0.922 -0.840  0.499
H -1.656 1.509 0.108  0.324

**Net charge**: +1
**Multiplicity**: 1
**Highest occupied orbital energy (alpha / beta)**: -12.50 / -13.10 eV
**Total energy**: -8904.498 eV
**LUMO (alpha / beta)**: -4.267 / -3.926 eV
**Energy above the lowest of the compared OMol25 structures with the same formula, charge and spin**: 6.1313 eV
**F_max**: 4.307 eV/A

- Which of these has the lowest F_max?
  C90H90N18

Please write out number 2 again, unchanged.
Here is a 2-piece molecular cluster, C5H12NO overall in a non-equilibrium geometry from the OMol25 dataset. Energies are from wB97M-V/def2-TZVPD.

Last column: Mulliken charge in e.
Cartesian coordinates (Å):
C 1.877 1.401 0.268  -0.336
C 1.524 0.012 0.016  0.687
C 2.276 -1.255 0.094  -1.172
C -2.425 -0.055 -0.849  -0.971
C -0.851 -0.094 1.036  -0.804
N -1.350 0.644 -0.142  -0.225
O 1.181 0.895 -0.929  -0.476
H 1.406 2.131 0.828  0.255
H 2.930 1.846 -0.065  0.245
H 1.827 -1.854 0.789  0.376
H 3.351 -1.163 0.615  0.317
H 2.328 -1.841 -0.860  0.317
H -1.988 -0.950 -1.122  0.408
H -3.220 -0.272 -0.218  0.398
H -2.632 0.635 -1.733  0.336
H -0.352 0.537 1.804  0.438
H -0.905 -1.174 0.813  0.384
H -0.373 0.922 -0.840  0.499
H -1.656 1.509 0.108  0.324

**Net charge**: +1
**Multiplicity**: 1
**Highest occupied orbital energy (alpha / beta)**: -12.50 / -13.10 eV
**Total energy**: -8904.498 eV
**LUMO (alpha / beta)**: -4.267 / -3.926 eV
**Energy above the lowest of the compared OMol25 structures with the same formula, charge and spin**: 6.1313 eV
**F_max**: 4.307 eV/A

- Look up the multiplicity of the first one.
  1

- Which of these has the highest F_max?
  C5H12NO